Density functional theory data (ωB97M-V/def2-TZVPD) for an isolated ion of composition C7H14N5O and charge +1 at a distorted geometry.

XYZ file:
```
27
Properties=species:S:1:pos:R:3:forces:R:3:mulliken_charge:R:1
C -0.387 -2.202 -0.183 1.6635 1.1924 -0.5613 -0.8304
C -0.248 -0.817 0.062 -1.3456 0.5256 -1.3999 0.9713
C -1.689 -2.760 -0.013 0.5102 -2.8524 0.6560 -0.3175
C 0.982 1.368 0.131 -1.1119 -1.8646 0.9925 -0.6929
C 2.927 -0.683 -0.700 -1.4419 -0.8806 1.4058 -1.2097
C -2.193 2.993 -0.024 1.1320 2.5610 1.6333 -0.5438
C 2.074 -0.785 0.606 0.2823 1.0833 -0.3384 -0.8205
N -2.699 -1.837 0.250 -1.8898 0.3372 -0.5591 -0.5439
N -2.493 -0.655 0.059 -2.4742 1.7244 0.2336 -0.1798
N 0.828 -0.092 0.313 1.3803 0.4259 0.8017 -0.1886
N -1.332 -0.049 -0.163 0.5255 -0.3402 0.6256 -0.0527
N -0.139 2.124 0.726 -2.0674 0.5113 -4.1712 -0.1546
O -0.843 2.788 -0.373 4.0130 -1.3611 3.2057 -0.0641
H 0.227 -2.681 -0.930 0.7757 -0.0110 0.4400 0.4097
H -1.875 -3.500 -0.831 -0.4845 0.6333 0.5876 0.3804
H -1.755 -3.348 0.926 0.2925 -0.4483 -0.3550 0.2354
H 1.941 1.666 0.461 0.7772 0.2846 1.2225 0.5376
H 1.029 1.595 -0.872 -0.4021 0.6511 -2.4727 0.4442
H 3.416 0.246 -0.764 0.5577 1.3012 -0.0535 0.3865
H 3.659 -1.423 -0.720 1.3808 -1.2770 -0.0626 0.4012
H 2.299 -0.817 -1.563 -0.3348 -0.0897 -0.3642 0.3903
H -2.601 2.048 -0.322 -1.4298 -0.3438 0.1439 0.3692
H -2.353 3.916 -0.592 -1.1102 -0.6016 -0.2256 0.2699
H -2.164 3.351 1.074 -0.8046 -1.1671 -1.5378 0.2853
H 1.824 -1.780 1.046 0.5062 0.7030 -0.6757 0.5068
H 2.447 -0.108 1.380 0.8679 -0.8234 0.2126 0.4042
H -0.879 1.444 1.016 0.2317 0.1264 0.6165 0.6065
```
Positions in Å, forces in eV/Å.

Values from the calculation:
HOMO (spin up / spin down) ... -11.51 / -12.24 eV
HOMO-LUMO gap (spin up / spin down) ... 0.3159 / 0.1648 Eh
Energy above the lowest of the compared OMol25 structures with the same formula, charge and spin ... 63.4 kcal per mole
⟨S²⟩ ... 2.029
Charge ... +1
Multiplicity ... 3

=====

Density functional theory data (ωB97M-V/def2-TZVPD) for a 9-piece molecular cluster, C25H49Cl3O12 overall at a distorted geometry.

XYZ file:
```
89
Properties=species:S:1:pos:R:3:forces:R:3:mulliken_charge:R:1
C 10.696 1.110 34.364 0.1758 0.0961 0.1786 0.8209
Cl 11.493 -0.008 33.320 0.1438 -0.3964 -0.8500 -0.0852
Cl 11.728 2.581 34.606 -0.6473 -0.2081 -0.1761 -0.2344
Cl 10.456 0.350 35.920 -0.2737 0.1474 0.3449 -0.0445
H 9.741 1.331 33.889 0.1594 0.5268 0.2969 -0.4430
C 14.224 -0.922 34.748 1.0891 0.0247 -0.3095 -0.3270
O 15.192 0.127 34.980 0.6360 0.8389 0.9667 -0.2827
C 16.431 0.109 34.486 0.4816 -1.7601 -1.9115 0.6855
O 16.947 -0.817 33.848 -0.9321 2.2230 1.5029 -0.5640
O 16.980 1.334 34.705 -1.0012 0.4328 -0.3154 -0.2967
C 18.228 1.703 34.092 0.5039 -1.5505 0.9152 -0.7984
H 13.402 -0.775 35.449 0.0808 0.4462 -0.3078 0.0526
H 14.638 -1.907 34.966 0.2176 0.0465 -0.3916 0.3858
H 13.969 -0.754 33.702 -0.4394 -0.7906 0.2675 0.1949
H 18.295 1.483 33.027 -0.2614 -0.1077 0.0172 0.3739
H 18.945 1.083 34.630 0.5406 0.1815 -0.4640 0.3530
H 18.473 2.744 34.301 -0.5204 -0.0441 0.1342 0.2445
C 11.304 -3.110 36.645 2.1219 3.2627 -0.0648 -0.3756
O 10.350 -3.964 36.247 -2.3267 -2.6198 -0.3152 -0.3848
C 9.613 -3.761 35.123 2.0159 0.5568 -0.8015 0.7116
O 9.828 -2.881 34.291 -0.6939 -1.4011 1.8348 -0.4429
O 8.761 -4.745 34.956 -0.6009 -0.0118 -1.3185 -0.3256
C 8.491 -5.768 35.908 -0.1604 0.1958 1.3056 -0.6221
H 11.949 -2.835 35.811 -0.0841 0.2769 -0.2941 0.1464
H 12.026 -3.416 37.403 -0.7012 -1.0748 0.1906 0.3440
H 10.837 -2.204 37.029 0.1407 0.2269 0.0152 0.1197
H 7.652 -6.389 35.593 0.0194 0.5055 -0.4744 0.2516
H 8.214 -5.240 36.820 -0.0182 -0.4361 0.2344 0.3059
H 9.312 -6.454 36.117 0.3393 0.4037 -0.2493 0.2713
C 7.975 1.981 38.173 0.4557 0.4801 -0.9149 -0.6543
C 8.204 2.955 39.308 0.0958 -0.6824 0.1222 0.8156
O 8.958 3.909 39.217 -0.8635 -0.8388 0.0468 -0.5618
C 7.521 2.584 40.621 0.7145 1.0614 0.3643 -1.2020
H 8.653 2.222 37.353 0.1535 -0.0176 0.0736 -0.2097
H 6.979 2.079 37.741 -0.2888 -0.0756 0.3394 0.3199
H 8.153 0.942 38.447 -0.1773 0.0754 0.2697 0.5378
H 8.143 3.145 41.318 -0.3087 -0.1768 0.5324 0.3527
H 7.502 1.530 40.900 0.1932 -0.0240 -0.4241 0.3302
H 6.501 2.957 40.717 -0.0225 0.1089 -0.3171 0.2940
C 16.437 3.617 32.032 0.7990 0.6918 -0.8259 -0.9853
C 15.125 4.416 31.865 0.2008 0.0017 -0.3544 0.7930
O 15.119 5.422 31.156 -0.0227 -1.7222 1.2112 -0.1323
C 13.897 3.953 32.610 -0.8414 -0.0484 -0.2588 -0.8239
H 16.409 2.533 31.918 -1.0185 0.0494 -0.0017 0.3104
H 16.869 3.807 33.015 -0.3843 0.3182 0.1876 0.3072
H 17.137 3.981 31.280 0.0391 0.1006 0.1030 0.4370
H 14.163 3.692 33.634 0.1750 0.4703 0.1297 0.4135
H 13.522 3.000 32.235 0.5649 -0.3738 -0.5718 0.2054
H 13.023 4.591 32.475 0.4033 0.4422 0.3866 0.4652
C 7.918 1.260 28.936 -0.1835 0.5487 0.8319 -1.0312
C 7.737 1.816 30.356 0.3410 -0.5245 1.1522 0.8190
O 8.627 1.845 31.200 0.0368 -0.0363 -1.0431 -0.4298
C 6.358 2.214 30.791 -0.4738 0.0018 -0.2102 -0.9113
H 8.036 0.178 28.996 0.0086 -0.0166 0.0857 0.2246
H 8.818 1.674 28.482 -0.0983 0.0138 -0.0402 0.2917
H 7.020 1.487 28.361 0.2201 -0.0316 -0.1995 0.3656
H 6.309 2.520 31.836 0.3260 0.1201 -0.2005 -0.0892
H 5.687 1.360 30.707 -0.0363 -0.1753 -0.2185 0.3393
H 5.960 2.994 30.142 -0.0654 0.0704 -0.0167 0.4555
C 8.052 -1.467 31.840 -1.1449 0.6418 -0.6462 -0.8723
C 6.921 -0.960 32.757 -0.9390 -0.1756 -0.9068 0.7094
O 5.715 -0.797 32.487 2.9515 -0.6018 -0.1106 -0.6489
C 7.437 -0.547 34.073 -1.2482 0.1536 1.4803 0.4741
H 8.903 -0.788 31.884 -0.1395 0.3561 0.1188 0.0419
H 7.650 -1.433 30.827 0.2505 -0.4695 -0.1431 0.3126
H 8.510 -2.421 32.103 -0.5987 -0.1940 0.1530 0.3384
H 8.265 -1.129 34.478 0.1938 0.3668 -0.3887 -0.2101
H 6.579 -0.643 34.739 0.0173 -0.1077 0.3668 0.4416
H 7.553 0.536 34.036 0.6642 0.0471 -0.0662 -0.5931
C 7.225 3.238 34.538 0.3325 -0.3683 -0.6340 -0.1406
C 7.023 4.436 35.420 -1.6189 0.5967 1.2872 0.4149
O 5.847 4.756 35.662 2.6138 -0.1379 -0.3865 -0.5803
C 8.220 5.097 36.229 -2.0198 0.0143 -0.5317 -0.8997
H 7.931 3.360 33.717 0.3350 0.2860 0.1001 0.3673
H 6.301 2.907 34.066 -0.1917 0.2573 0.3237 0.2781
H 7.584 2.401 35.136 0.1559 0.0113 0.2310 -0.2529
H 8.677 4.356 36.885 0.2575 0.1105 -0.2669 0.1087
H 7.699 5.820 36.857 0.0767 -0.0822 0.2141 0.3077
H 8.932 5.701 35.666 0.1247 -0.5597 -0.3617 0.3437
C 12.410 1.182 29.919 1.2826 0.7357 0.1834 -0.5189
C 12.383 -0.172 29.259 -2.4426 -0.9109 -0.1507 0.7817
O 11.591 -1.014 29.661 1.0975 0.5541 -0.1242 -0.5297
C 13.157 -0.390 27.982 0.5700 0.3302 0.1549 -1.2470
H 11.859 1.942 29.365 -0.3297 -0.2609 -0.1560 0.3585
H 13.438 1.540 29.882 0.3469 0.1499 -0.0428 0.2599
H 12.122 1.221 30.970 -0.4321 -0.4752 -0.2507 -0.1297
H 14.115 0.124 28.064 0.2815 -0.2945 -0.0586 0.3489
H 12.693 0.083 27.117 -0.4419 0.1160 0.1579 0.3246
H 13.268 -1.447 27.742 0.0476 0.1088 0.2544 0.3298
```
Positions in Å, forces in eV/Å.

Values from the calculation:
HOMO (spin up / spin down) ... -11.06 / -11.06 eV
HOMO-LUMO gap (spin up / spin down) ... 0.2076 / 0.0689 Eh
Energy above the lowest of the compared OMol25 structures with the same formula, charge and spin ... 30.8 kcal per mole
⟨S²⟩ ... 0.757
Charge ... +1
Multiplicity ... 2

=====

Density functional theory data (ωB97M-V/def2-TZVPD) for a 2-piece molecular cluster, C5H14N2O2 overall at a distorted geometry.

XYZ file:
```
23
Properties=species:S:1:pos:R:3:forces:R:3:mulliken_charge:R:1
O -2.131 0.278 2.529 -2.7624 0.0185 -0.4635 -0.6387
C -0.927 0.096 2.466 2.1094 -1.1356 -3.4931 -0.5458
C -0.265 -0.416 1.049 1.2783 1.2101 3.3962 -0.1617
C 0.356 0.693 0.205 -1.9525 3.7112 -1.3655 -1.2052
C 1.488 0.394 -0.738 0.3492 -0.0292 -1.9373 0.5050
C 1.581 -0.630 -1.623 2.1885 -0.7965 -0.2752 -0.8179
N 2.538 1.596 -0.748 -0.6885 0.9503 -1.9101 -0.4180
N -1.284 -1.323 0.410 2.4253 -1.7239 -0.6988 -0.1532
H -0.264 0.144 3.264 1.4593 0.0943 1.4464 0.5323
H 0.787 -0.745 1.279 -1.4218 -1.9850 0.4765 0.1835
H -0.435 1.343 -0.350 0.9881 -1.0916 0.4555 0.3709
H 0.643 1.489 0.958 0.0732 -1.1375 -0.4968 0.5170
H 0.863 -1.454 -1.651 -0.1743 0.7046 0.5507 0.1926
H 2.438 -1.011 -2.355 -1.4707 1.8459 1.7211 0.2443
H 3.511 1.367 -1.214 -2.3516 0.4457 1.0260 0.4100
H 2.681 1.818 0.264 0.1042 0.2009 -0.9612 0.4507
H 2.053 2.545 -1.300 1.8031 -3.3873 2.0959 0.4871
H -1.333 -1.048 -0.635 -0.6509 -1.0478 1.5340 0.2479
H -2.162 -1.216 0.975 0.3076 0.5029 -0.3603 0.4137
H -0.894 -2.350 0.569 -1.3791 2.6024 -0.7832 0.4215
H -1.422 0.336 -2.678 0.1984 -1.8062 0.4521 0.3079
H -1.364 -1.058 -3.356 -0.0217 0.1073 0.7301 0.3132
O -1.278 -0.640 -2.474 -0.4109 1.7465 -1.1396 -0.6571
```
Positions in Å, forces in eV/Å.

Values from the calculation:
HOMO (spin up / spin down) ... -6.96 / -11.34 eV
HOMO-LUMO gap (spin up / spin down) ... 0.1095 / 0.2673 Eh
Energy above the lowest of the compared OMol25 structures with the same formula, charge and spin ... 110.5 kcal per mole
⟨S²⟩ ... 0.754
Charge ... +1
Multiplicity ... 2

=====

Density functional theory data (ωB97M-V/def2-TZVPD) for C39H48CaN10OSiTe as an isolated structure.

XYZ file:
```
101
Properties=species:S:1:pos:R:3:forces:R:3:mulliken_charge:R:1
Ca -0.136 0.772 0.182 0.0961 0.1134 0.0132 1.9162
N 3.045 -0.189 1.703 -0.0549 0.0389 0.0642 0.2467
C 2.034 -1.072 2.072 -0.0342 -0.0727 -0.0823 -0.1057
C 2.204 -1.777 3.269 0.0531 0.0301 -0.0361 -0.8761
C 1.237 -2.679 3.646 -0.0803 -0.0489 -0.0110 -1.0344
C 0.125 -2.877 2.834 0.0324 0.0528 0.0146 -0.8513
C 0.042 -2.127 1.683 0.0034 -0.0059 -0.0314 -0.7525
N 0.961 -1.225 1.306 -0.1103 0.0090 0.0825 0.8773
C 3.293 0.484 0.523 0.1215 -0.0085 0.0162 0.1802
C 4.497 1.209 0.447 0.0477 0.0486 -0.0821 -0.7422
C 4.815 1.826 -0.739 -0.0032 -0.0323 0.0721 -0.8257
C 3.955 1.707 -1.830 -0.0818 -0.0363 0.0190 -0.7304
C 2.783 1.007 -1.643 0.0034 0.0915 -0.1082 -0.8063
N 2.435 0.428 -0.486 -0.0464 -0.0445 0.0820 0.8243
H 3.685 0.049 2.445 -0.0017 -0.0065 -0.0111 0.3281
H 3.093 -1.618 3.867 -0.0005 0.0025 -0.0018 0.4839
H 1.355 -3.248 4.560 -0.0108 -0.0088 0.0023 0.4307
H -0.634 -3.609 3.062 0.0114 -0.0056 0.0141 0.7032
H -0.800 -2.248 1.009 0.0306 -0.0001 0.0155 0.7340
H 5.133 1.286 1.319 -0.0068 0.0031 -0.0108 0.4279
H 5.732 2.397 -0.820 -0.0002 0.0000 0.0064 0.3568
H 4.170 2.170 -2.782 -0.0067 -0.0059 -0.0074 0.4789
H 2.051 0.903 -2.437 0.0337 0.0078 0.0046 0.5113
C 1.761 4.350 0.341 -0.0136 0.0051 0.0073 -0.4467
C 1.143 4.030 -0.989 0.0133 0.0157 0.0335 0.2015
C 1.284 4.875 -2.076 0.0061 -0.0037 -0.0048 -1.0969
C 0.740 4.457 -3.297 -0.0027 -0.0150 0.0041 -0.6684
C 0.114 3.244 -3.402 0.0059 0.0118 0.0128 -0.8316
C 0.009 2.396 -2.254 0.0487 0.0481 -0.0115 0.0335
N 0.505 2.862 -1.062 -0.0171 -0.0308 -0.0509 0.8470
N -0.485 1.166 -2.222 -0.0701 -0.0499 -0.0271 0.6227
Si -1.284 0.301 -3.468 -0.0006 0.0260 -0.0005 -0.2986
C -2.697 1.260 -4.273 0.0054 -0.0179 0.0152 -1.0788
C -0.078 -0.196 -4.835 0.0079 -0.0032 -0.0003 -0.6673
C -2.009 -1.269 -2.763 0.0194 -0.0091 0.0241 -0.5699
H 2.042 5.402 0.412 0.0007 -0.0005 0.0041 0.5082
H 2.660 3.742 0.482 0.0010 -0.0010 -0.0056 -0.0519
H 1.078 4.095 1.150 0.0096 0.0045 -0.0132 -0.4505
H 1.803 5.819 -1.977 0.0009 -0.0005 0.0002 0.4235
H 0.825 5.093 -4.172 -0.0023 0.0010 -0.0013 0.3873
H -0.289 2.906 -4.347 -0.0105 -0.0019 -0.0112 0.2635
H -2.363 2.105 -4.879 0.0070 0.0099 0.0076 0.3199
H -3.370 1.637 -3.499 -0.0139 0.0080 0.0098 0.2515
H -3.276 0.592 -4.918 0.0052 0.0004 -0.0066 0.3676
H 0.459 0.665 -5.243 0.0055 -0.0026 0.0023 0.2611
H -0.590 -0.700 -5.659 -0.0047 0.0006 0.0009 0.4706
H 0.657 -0.890 -4.419 0.0079 -0.0059 -0.0040 -0.2818
H -2.847 -1.054 -2.097 0.0009 0.0067 0.0165 0.1414
H -1.256 -1.824 -2.196 -0.0084 0.0106 -0.0120 -0.1122
H -2.368 -1.919 -3.566 -0.0037 0.0038 -0.0031 0.4634
N -7.937 0.706 -0.263 0.0025 -0.0016 -0.0064 -0.7481
C -6.780 0.632 -0.161 0.0010 -0.0063 0.0104 0.1075
C -5.386 0.559 -0.038 -0.0005 0.0165 -0.0179 -0.0224
C -4.528 1.598 -0.521 0.0026 0.0094 -0.0001 -0.6314
C -3.179 1.486 -0.382 0.0121 -0.0418 0.0137 -0.7257
N -2.530 0.433 0.209 -0.0834 -0.0866 0.0187 0.8353
C -3.360 -0.546 0.690 -0.0072 0.0113 -0.0050 -0.8814
C -4.718 -0.539 0.592 0.0055 0.0017 0.0210 -0.7837
H -4.946 2.475 -1.001 0.0032 0.0009 0.0008 0.4436
H -2.541 2.277 -0.764 0.0286 0.0252 -0.0320 0.2245
H -2.876 -1.379 1.189 0.0169 -0.0051 -0.0181 0.3572
H -5.284 -1.368 0.997 -0.0048 0.0008 0.0044 0.4875
N -3.575 -6.407 2.157 0.0226 0.0052 -0.0026 -0.7362
C -2.483 -6.142 1.856 -0.0355 -0.0103 -0.0119 0.1709
C -1.146 -5.853 1.529 -0.0211 -0.0126 0.0153 0.0631
C -0.045 -6.295 2.365 0.0455 -0.0015 -0.0154 -0.6507
C 1.229 -5.983 1.931 -0.0127 -0.0451 0.0016 -0.5739
C 1.440 -5.285 0.752 0.0195 0.0075 0.0052 -0.5226
N 0.391 -4.858 -0.055 0.0003 0.0661 0.0550 -0.0687
C -0.822 -5.145 0.351 0.0100 -0.0553 -0.0415 -0.3257
H -0.228 -6.846 3.277 0.0014 0.0011 0.0051 0.3785
H 2.091 -6.289 2.517 -0.0003 0.0051 0.0040 0.3643
H 2.434 -5.027 0.412 0.0058 0.0014 0.0022 0.4124
H -1.639 -4.808 -0.286 -0.0082 0.0212 0.0048 0.5047
C 3.278 -1.944 -3.296 -0.0359 -0.0103 -0.0302 -1.2447
Te 1.925 -2.780 -1.847 -0.0257 -0.0218 0.0515 0.4513
C 1.214 -4.233 -3.231 0.0460 0.0117 -0.0313 -1.1097
H 2.747 -1.432 -4.097 0.0115 -0.0030 -0.0035 0.3471
H 3.885 -2.747 -3.710 0.0087 0.0092 -0.0077 0.4445
H 3.927 -1.233 -2.789 0.0076 -0.0002 0.0166 0.2846
H 2.047 -4.811 -3.628 -0.0063 -0.0068 -0.0043 0.4018
H 0.675 -3.741 -4.038 -0.0059 -0.0106 -0.0052 0.3644
H 0.549 -4.878 -2.662 -0.0045 -0.0034 0.0165 0.2409
O 3.713 2.231 3.442 -0.0210 -0.0181 -0.0396 -0.7798
C 2.522 2.189 3.244 0.0290 0.0523 0.0923 0.6957
N 1.367 2.171 3.053 -0.0242 -0.0420 -0.0398 0.0528
C -2.374 1.821 3.307 -0.0154 -0.0079 0.0069 -1.8641
C -1.022 2.517 3.446 0.0209 0.0140 -0.0055 2.4219
C -0.717 2.677 4.944 0.0012 -0.0102 -0.0118 -2.0729
C -1.113 3.908 2.817 0.0112 0.0153 0.0038 -1.9013
C 0.031 1.654 2.724 0.0185 -0.0012 -0.0200 -0.6928
H -3.144 2.362 3.866 0.0053 -0.0054 0.0031 0.4809
H -2.326 0.801 3.698 -0.0079 -0.0020 -0.0055 0.2990
H -2.686 1.760 2.265 0.0032 0.0038 0.0169 0.2022
H -1.488 3.273 5.444 -0.0012 0.0027 -0.0009 0.4723
H 0.246 3.169 5.099 0.0050 0.0010 0.0013 0.3759
H -0.678 1.697 5.428 0.0010 0.0010 -0.0002 0.3792
H -1.898 4.505 3.293 0.0012 -0.0041 0.0001 0.4938
H -1.338 3.830 1.750 0.0003 0.0020 0.0018 0.2282
H -0.168 4.447 2.931 -0.0030 0.0024 -0.0027 0.3401
H 0.005 0.673 3.229 -0.0167 -0.0072 -0.0247 0.2265
```
Positions in Å, forces in eV/Å.

Values from the calculation:
HOMO (spin up / spin down) ... -0.46 / 0.05 eV
HOMO-LUMO gap (spin up / spin down) ... 0.1499 / 0.1315 Eh
Energy above the lowest of the compared OMol25 structures with the same formula, charge and spin ... 8.6 kcal per mole
Charge ... -2
Multiplicity ... 1

=====

Question: multiplicity of number 1 (C7H14N5O)?
Answer: 3

=====

Question: Among the records above, which one has the highest multiplicity?
Answer: C7H14N5O